(1)
The following is a DFT calculation (ωB97M-V with the def2-TZVPD basis set) of a molecular structure, C27H40N3O3S4Ti.

The value obtained for the HOMO-LUMO gap (alpha / beta) is 7.32 / 9.23 eV. Its total charge is +1. As for the spin multiplicity: 3. The energy above the lowest of the compared OMol25 structures with the same formula, charge and spin is 19.86 kcal/mol.

Each line ends with the Mulliken charge.
CARTESIAN COORDINATES (ANGSTROEM)
Ti1 -1.12885 0.01197 0.76291  0.080
C1 -4.53144 0.80477 1.27963  -0.930
C2 -4.22832 0.54435 -0.19206  -0.570
S1 -3.27558 -0.99513 -0.23564  0.050
C3 -2.90025 -1.36742 -1.96038  0.131
C4 -2.39974 -2.81333 -1.98695  -1.136
S2 -1.16285 -3.25692 -0.71981  -0.006
C5 -2.18425 -3.83925 0.68199  -1.180
C6 -1.87815 -3.08622 1.98558  0.790
S3 -3.39586 -2.60157 2.85601  -0.180
C7 -2.74778 -1.33054 3.97975  -0.221
C8 -3.43166 0.02225 3.81319  -0.937
S4 -3.00996 0.94524 2.29668  0.181
H1 -5.11704 -0.01513 1.69359  0.396
H2 -5.09008 1.73259 1.38313  0.490
H3 -3.65275 1.35512 -0.63690  0.152
H4 -5.16402 0.40788 -0.73376  0.624
H5 -2.15596 -0.67907 -2.35892  -0.412
H6 -3.80931 -1.28123 -2.55670  0.652
H7 -1.91830 -3.00558 -2.94480  0.453
H8 -3.22840 -3.51370 -1.88726  0.575
H9 -2.00022 -4.90368 0.81077  0.579
H10 -3.22801 -3.71271 0.39957  0.520
H11 -1.29967 -2.18411 1.76407  -1.022
H12 -1.25057 -3.68838 2.64310  0.629
H13 -1.67416 -1.23594 3.80735  -0.099
H14 -2.88474 -1.66749 5.00773  0.560
H15 -3.14837 0.67322 4.64141  0.462
H16 -4.51676 -0.07484 3.84611  0.486
O1 0.46463 -0.10056 -0.74826  0.620
C9 0.44232 0.93693 -1.77609  3.243
C10 -0.75866 1.88403 -1.44974  -0.281
O2 -1.09127 2.70940 -2.26668  -0.667
O3 -1.29442 1.72513 -0.27534  -0.470
C11 1.75013 1.70982 -1.64260  -0.593
C12 1.84668 2.75880 -0.73110  -0.112
C13 3.06284 3.39319 -0.52110  -0.871
C14 4.19260 2.98494 -1.21778  -0.667
C15 4.10047 1.94538 -2.13229  -0.898
C16 2.88412 1.31116 -2.34630  -0.088
C17 0.29196 0.25090 -3.12710  -1.268
C18 0.44285 -1.12720 -3.24092  0.150
C19 0.34406 -1.74998 -4.48001  -1.036
C20 0.09621 -1.00142 -5.61830  -0.573
C21 -0.03927 0.37715 -5.51155  -0.929
C22 0.06384 1.00339 -4.27945  -0.359
H17 1.34962 -0.12664 -0.35082  -0.484
H18 0.96250 3.09932 -0.20498  0.571
H19 3.12324 4.22557 0.16905  0.456
H20 5.13701 3.49001 -1.06201  0.429
H21 4.97239 1.63384 -2.69213  0.435
H22 2.81149 0.51244 -3.07367  0.463
H23 0.63844 -1.72380 -2.36038  0.660
H24 0.47037 -2.82341 -4.55092  0.508
H25 0.02062 -1.48416 -6.58362  0.409
H26 -0.22237 0.97450 -6.39497  0.426
H27 -0.04312 2.07511 -4.20515  0.525
C23 1.89136 -1.97594 1.57323  -1.049
N1 2.35018 -0.59192 1.56639  -0.002
C24 3.56000 -0.33038 0.79195  -1.224
C25 1.63898 0.37905 2.19860  0.536
N2 0.33399 0.22744 2.35657  -0.199
N3 2.29556 1.48761 2.60814  0.252
C26 3.66397 1.45928 3.10844  -1.208
C27 1.55547 2.70840 2.88685  -1.365
H28 2.75541 -2.62796 1.70516  0.413
H29 1.39122 -2.24609 0.63792  0.109
H30 1.20071 -2.12892 2.39771  0.395
H31 3.49146 -0.86566 -0.15799  0.375
H32 4.45836 -0.67684 1.30642  0.402
H33 3.65002 0.73206 0.57489  0.307
H34 -0.00543 0.87089 3.06484  0.246
H35 4.00207 0.43480 3.23108  0.376
H36 3.68894 1.94131 4.08669  0.432
H37 4.34804 1.98955 2.44288  0.329
H38 1.21500 2.75516 3.92609  0.363
H39 0.69691 2.79006 2.22218  0.392
H40 2.21155 3.55910 2.70681  0.404

Cartesian forces (eV/Å) of the 2 atoms listed first:
0.0 0.1 0.0
0.0 0.0 0.0



(2)
The following is a DFT calculation (ωB97M-V with the def2-TZVPD basis set) of a molecular structure, C27H41As2LuS5SbSi3 at a distorted geometry.

The value obtained for the HOMO-LUMO gap is 5.14 eV. Its total charge is -1. The energy above the lowest of the compared OMol25 structures with the same formula, charge and spin is 0.00 kcal/mol.

Each line ends with the Mulliken charge.
CARTESIAN COORDINATES (ANGSTROEM)
Lu1 11.43415 12.83366 11.54839  0.948
S1 11.85186 15.35800 12.08462  -0.432
As1 12.51046 13.99233 13.99846  0.149
S2 10.47009 12.66006 13.85116  -0.482
S3 13.76179 12.56682 12.67897  -0.481
S4 13.28289 14.82774 15.68321  -0.419
S5 10.56384 12.82718 8.92453  -0.509
C1 9.34410 11.67826 8.36247  0.293
C2 9.01973 11.83970 6.99045  -0.904
C3 7.96263 11.11712 6.45443  -0.688
C4 7.19726 10.21570 7.28068  -0.605
C5 7.58384 9.98101 8.58616  -0.541
C6 8.66729 10.72120 9.10315  0.662
As2 8.85764 10.99397 11.03703  1.531
C7 7.57777 9.61855 11.79637  -0.250
C8 7.85793 8.25604 11.67664  -0.011
C9 7.08712 7.27481 12.31501  -0.756
C10 5.97790 7.67116 13.07589  -0.407
C11 5.65928 9.03880 13.15952  -0.462
C12 6.48623 9.99764 12.57472  -0.596
C13 10.50098 10.05550 11.42511  -0.538
C14 11.58491 10.09170 10.51247  -0.001
C15 12.80526 9.50290 10.85842  -0.317
C16 12.98886 8.87319 12.10539  -0.615
C17 11.89402 8.82452 12.96590  -0.406
C18 10.70472 9.39527 12.64161  -0.536
H1 9.70171 12.48572 6.43024  0.425
H2 7.70659 11.13613 5.39217  0.352
H3 6.32271 9.73400 6.82788  0.368
H4 7.08430 9.24662 9.23670  0.355
H5 8.71473 7.92933 11.09383  0.487
H6 7.33048 6.23031 12.10820  0.369
H7 5.34058 6.95427 13.61930  0.327
H8 4.76200 9.27649 13.72122  0.384
H9 6.33232 11.05650 12.76325  0.373
H10 11.43615 10.50341 9.50680  0.263
H11 13.61450 9.63326 10.12093  0.382
H12 13.95003 8.35896 12.37485  0.305
H13 12.03281 8.38540 13.99231  0.279
H14 9.89244 9.32354 13.35866  0.441
C19 8.61738 19.47210 10.44793  -0.605
Si1 9.56390 17.89970 10.05151  0.405
C20 11.47146 18.13730 10.04882  -1.106
C21 9.00346 17.09079 8.46486  -0.965
Sb1 9.13493 16.08554 11.92168  0.001
Si2 6.75055 15.34116 11.18045  0.562
C22 5.93293 14.30693 12.54463  -1.182
C23 7.13792 14.34522 9.64892  -0.511
C24 5.61789 16.79407 10.80694  -1.104
Si3 8.86241 17.08558 14.31566  0.479
C25 8.04651 15.55284 15.11572  -0.838
C26 7.73612 18.57533 14.34736  -1.028
C27 10.48507 17.50911 15.11478  -0.645
H15 7.63960 19.40702 9.90308  0.247
H16 9.24049 20.29384 10.07629  0.365
H17 8.46829 19.58452 11.53861  -0.081
H18 11.71607 18.98860 9.34522  0.355
H19 12.01471 17.25761 9.66166  0.295
H20 11.88422 18.37826 11.03376  0.302
H21 9.48220 17.64522 7.68229  0.478
H22 7.91069 17.24128 8.33302  0.208
H23 9.21531 16.05713 8.32929  0.206
H24 6.55870 13.81758 13.28080  0.244
H25 5.22509 13.58613 12.10333  0.400
H26 5.36476 15.03202 13.13334  0.348
H27 6.64881 13.38450 9.71758  0.478
H28 8.20077 14.26599 9.39362  -0.360
H29 6.68329 14.89257 8.81192  0.412
H30 5.49483 17.37964 11.72146  0.197
H31 4.68700 16.33224 10.50762  0.410
H32 5.93475 17.34634 9.91579  0.223
H33 6.93322 15.51386 14.97454  0.278
H34 8.24508 15.61194 16.20445  0.444
H35 8.46025 14.58013 14.78885  0.049
H36 7.81612 19.11914 15.31772  0.352
H37 6.67371 18.30002 14.22863  0.239
H38 7.98767 19.27644 13.55619  0.189
H39 11.24278 16.74795 15.06764  -0.056
H40 10.31158 17.75926 16.18650  0.317
H41 10.91240 18.37545 14.64556  0.262

Cartesian forces (eV/Å) of the 2 atoms listed first:
-0.3 0.5 -0.6
2.2 -1.2 1.8



(3)
The following is a DFT calculation (ωB97M-V with the def2-TZVPD basis set) of a molecular structure, C27H41BrN2P2Pd at a distorted geometry.

The value obtained for the HOMO-LUMO gap is 6.72 eV. The energy above the lowest of the compared OMol25 structures with the same formula, charge and spin is 0.00 kcal/mol.

Each line ends with the Mulliken charge.
CARTESIAN COORDINATES (ANGSTROEM)
C1 -5.89095 -4.86535 -0.28412  -0.350
C2 -5.33323 -3.78525 -0.99393  0.528
C3 -6.09301 -3.27652 -2.05705  -0.356
C4 -7.29022 -3.90758 -2.43316  -0.282
N1 -7.77642 -4.96487 -1.77609  -0.610
C5 -7.09852 -5.43846 -0.72325  -0.275
C6 -4.01704 -3.23285 -0.70428  -0.212
C7 -2.84330 -2.89907 -0.60745  -0.446
C8 -1.47978 -2.67868 -0.29196  0.857
C9 -1.14524 -2.49986 1.06081  -0.827
C10 0.12219 -1.96932 1.36102  -0.593
C11 0.86510 -1.60726 0.24975  0.733
C12 0.71716 -2.06142 -1.04470  -0.809
C13 -0.56035 -2.56262 -1.34952  -1.059
Pd1 1.79329 0.20359 0.48200  -0.169
P1 0.92658 1.53008 2.18833  1.284
H1 -5.73533 -2.40161 -2.59354  0.403
H2 -5.38480 -5.26394 0.59314  0.402
H3 -7.84050 -3.51870 -3.29418  0.342
H4 -7.50008 -6.30455 -0.18729  0.340
H5 -0.91856 -2.80553 -2.36274  0.404
H6 -1.93628 -2.69152 1.79320  0.464
H7 1.54448 -1.93724 -1.73288  0.838
H8 0.50393 -1.75418 2.35183  0.562
C14 2.30519 2.70345 2.50315  -0.713
C15 2.02753 4.20456 2.53519  -1.219
H9 3.05544 2.47578 1.72773  0.366
H10 2.75724 2.38503 3.45490  0.446
H11 2.95600 4.74864 2.74954  0.421
H12 1.65968 4.57560 1.57370  0.232
H13 1.31350 4.48130 3.31611  0.270
C16 -0.46645 2.34142 1.29093  0.397
C17 -1.89886 2.28708 1.80799  -1.580
H14 -0.46594 1.79851 0.33427  -0.521
H15 -0.17037 3.37198 1.07191  0.380
H16 -2.57716 2.62098 1.01372  0.457
H17 -2.19575 1.26674 2.06866  0.287
H18 -2.07741 2.94612 2.66089  0.327
C18 0.19551 1.21786 3.85404  -0.750
C19 -0.04480 2.40038 4.79572  -1.343
H19 0.87807 0.51283 4.34225  0.546
H20 -0.76148 0.69534 3.72369  0.440
H21 -0.53540 2.07417 5.71728  0.404
H22 0.87295 2.88754 5.12528  0.318
H23 -0.69628 3.18126 4.39872  0.246
Br1 3.80562 -1.31073 -0.26135  -0.564
P2 1.64459 1.34545 -3.17590  -0.391
C20 1.41473 2.31420 -1.66451  1.381
C21 1.62677 3.79514 -1.98793  -1.631
H24 2.13804 1.91328 -0.91363  -0.549
H25 0.39093 2.13926 -1.32071  -0.248
H26 1.05021 4.43294 -1.30575  0.340
H27 2.68337 4.07738 -1.90071  0.371
H28 1.29966 4.01136 -3.01524  0.439
C22 3.16941 0.39831 -2.92537  0.452
C23 4.03835 0.31746 -4.19179  -1.486
H29 2.85124 -0.59285 -2.56594  -0.363
H30 3.71463 0.84176 -2.07936  0.429
H31 5.00349 -0.11978 -3.91410  0.403
H32 3.60935 -0.32238 -4.97236  0.322
H33 4.22780 1.29674 -4.64969  0.370
C24 0.21157 0.23317 -3.22572  0.328
C25 -0.71013 0.66449 -4.36535  -1.487
H34 -0.30060 0.28898 -2.25690  -0.129
H35 0.57370 -0.78783 -3.37350  0.324
H36 -1.42970 -0.12003 -4.60435  0.418
H37 -1.27932 1.55592 -4.09429  0.316
H38 -0.13670 0.88873 -5.26876  0.364
C26 4.78807 -2.26490 3.54967  -1.061
C27 3.79933 -1.36942 2.99872  0.412
N2 2.94076 -0.63895 2.67865  -0.199
H39 5.24367 -1.78879 4.43125  0.303
H40 5.56420 -2.48196 2.80281  0.285
H41 4.30665 -3.20085 3.86249  0.269

Cartesian forces (eV/Å) of the 2 atoms listed first:
-0.1 -0.1 -0.2
-0.2 0.1 0.0